No. 1
DFT (the ωB97M-V functional and the def2-TZVPD basis) results for a cluster of 2 separate species, C4H8NO2S in total.

Atoms and positions in Å:
C: -1.68125 0.70247 0.15506
N: -0.83077 1.86797 0.24000
C: 0.30658 1.73851 -0.54703
C: 1.18994 0.33283 -0.13602
S: 2.04295 -0.21717 -1.57126
C: 0.23750 -2.57694 0.61508
O: 0.92928 -2.34385 1.63295
O: -0.99188 -2.73893 0.56294
H: -2.68962 0.93360 0.49930
H: -1.83683 0.25850 -0.83512
H: -1.06207 0.01983 0.76170
H: 0.28301 1.81997 -1.62338
H: 1.02397 2.52691 -0.27331
H: 0.52138 -0.44067 0.22624
H: 1.83284 0.61716 0.69345
H: 0.72499 -2.50020 -0.40060

Atomic forces in eV per Å
C -0.4 1.4 -0.9
N 1.3 -1.8 -0.7
C -0.5 2.9 0.8
C 1.8 -1.6 -0.9
S -0.5 0.6 1.3
C 0.0 0.6 0.4
O 0.4 -0.1 -0.4
O -0.8 -0.3 -0.2
H 0.3 -0.2 0.8
H 0.6 -0.1 -0.1
H -0.9 -0.6 0.3
H -0.9 -1.0 -0.2
H -0.2 -0.1 0.1
H -0.6 0.4 -0.2
H 0.0 0.3 -0.1
H 0.3 -0.4 0.2

Summary:
Largest force on an atom in eV Å⁻¹: 3.02
E_LUMO in eV: 0.408
M in g mol⁻¹: 134.18
ΔE to the lowest compared entry with this formula, charge and spin in kcal/mol: 126.50
HOMO energy in eV: -4.309
Orbital gap in Ha: 0.1733
2S+1: 1
Charge: -1

***

No. 2
DFT (the ωB97M-V functional and the def2-TZVPD basis) results for the ion C4H8NO2S with charge -1.

Atoms and positions in Å:
O: 2.55593 -0.97999 0.76638
C: 2.27769 0.13258 0.31318
O: 2.80503 1.22098 0.58365
C: 0.74043 0.29176 -0.33844
C: -0.15249 -0.65913 0.61979
C: -1.58498 -0.83945 0.11627
S: -2.71408 0.57391 0.49390
N: 0.06298 0.55914 -1.74815
H: 0.63828 1.34243 -0.13367
H: 0.19048 -1.68713 0.74062
H: -0.16305 -0.20291 1.61814
H: -2.09273 -1.79720 0.12451
H: -1.42173 -0.51634 -0.95804
H: -1.84397 1.50087 0.77444
H: -0.19336 1.53442 -1.80854
H: 0.89556 -0.47395 -1.16404

Atomic forces in eV per Å
O -0.3 -0.4 -1.0
C 0.9 0.6 2.0
O -0.1 0.1 -1.1
C -1.5 -1.2 2.2
C -1.3 0.2 0.6
C 0.7 2.5 -2.5
S -1.4 -1.1 0.5
N -0.8 -1.8 -2.2
H 0.5 -0.2 0.6
H 0.9 0.3 -0.2
H 0.2 -0.2 0.0
H 0.0 0.0 0.7
H -0.2 -1.1 0.5
H 1.0 0.5 0.2
H 0.6 0.3 0.6
H 0.8 1.5 -0.8

Summary:
Largest force on an atom in eV Å⁻¹: 3.61
E_LUMO in eV: 3.185
M in g mol⁻¹: 134.18
ΔE to the lowest compared entry with this formula, charge and spin in kcal/mol: 149.97
HOMO energy in eV: -4.007
Orbital gap in Ha: 0.2643
2S+1: 1
Charge: -1

***

No. 3
DFT (the ωB97M-V functional and the def2-TZVPD basis) results for the ion C4H8NO2S with charge -1.

Atoms and positions in Å:
O: -1.30196 1.48044 -1.80691
C: -1.30608 0.30735 -1.51509
C: -0.14444 -0.21632 -0.68400
C: -0.28545 0.30964 0.76852
S: 0.28584 2.06102 0.95572
N: -0.06665 -1.65466 -0.61917
C: 1.12385 -2.29354 0.02975
O: 1.22153 -2.10479 1.35203
H: -2.17892 -0.34850 -1.70233
H: 0.79104 0.16147 -1.10932
H: 0.50617 -0.29656 1.29690
H: -1.24033 0.05651 1.23437
H: 0.36875 2.02391 2.31147
H: -0.89636 -2.02541 -0.16567
H: 1.10138 -3.36521 -0.29841
H: 1.99414 -1.83653 -0.51231

Atomic forces in eV per Å
O -0.6 -0.2 -0.6
C 1.0 0.7 0.9
C -0.1 -0.7 0.9
C 1.9 0.0 0.4
S -0.7 -0.2 0.4
N -0.7 -0.7 -1.3
C 0.7 0.7 0.6
O -0.1 -0.3 -0.2
H 0.1 -0.1 -0.1
H -0.1 0.1 0.0
H -0.8 0.2 -0.3
H -0.2 0.4 -0.2
H 0.1 0.0 -0.5
H 0.1 0.0 0.1
H -0.2 0.2 0.0
H -0.1 -0.1 -0.3

Summary:
Largest force on an atom in eV Å⁻¹: 1.91
E_LUMO in eV: 3.337
M in g mol⁻¹: 134.18
SMILES: O=C[C@@H](CS)NC[O-]
ΔE to the lowest compared entry with this formula, charge and spin in kcal/mol: 62.98
HOMO energy in eV: -2.997
Orbital gap in Ha: 0.2328
2S+1: 1
Charge: -1